# 1
Molecular formula: C14H27CoN6O3S
Method: DFT, wB97M-V/def2-TZVPD

Each line ends with the natural charge from an NBO analysis.
CARTESIAN COORDINATES (ANGSTROEM)
H 0.4154 -2.3539 -0.3113  0.40
C -4.9034 0.0244 1.7684  -0.15
H 1.4225 3.6306 -1.6664  0.26
H 3.5194 0.1458 2.6206  0.23
H 3.3853 0.2802 0.2818  0.39
H 1.1302 2.4194 0.3085  0.40
H -0.5772 -1.1607 -3.6641  0.25
H 0.7412 -2.2037 1.9082  0.27
H -4.5129 2.1742 -0.8194  0.23
C 1.1970 2.5681 -1.7459  -0.25
H -5.6648 -0.4031 2.4070  0.26
H 0.4285 2.4748 -2.5117  0.21
N -0.5548 -0.3400 -1.6704  -0.76
C 2.4192 1.7341 -2.0972  -0.24
H -1.0592 0.4822 -1.9970  0.40
H 1.8519 -0.4485 -4.0308  0.26
C -2.5580 0.2549 1.1646  -0.10
H 3.0856 -2.2303 2.8103  0.28
C -2.9028 1.1511 0.1623  -0.24
H -1.2957 -0.9264 -1.2912  0.43
S -2.8339 -1.2907 3.2085  2.30
N -1.2714 -1.0221 2.6905  -0.73
C 2.6550 -0.2716 2.1035  -0.23
C -5.2329 0.9022 0.7427  -0.16
C -3.5708 -0.2724 1.9547  -0.30
C 0.1059 -1.0071 -2.8283  -0.24
O -0.0395 -0.0445 1.1476  -0.78
H 2.7957 1.9931 -3.0882  0.25
H -6.2682 1.1605 0.5679  0.25
N 2.5198 0.4529 0.7948  -0.73
N 0.6640 2.0130 -0.4994  -0.73
N 1.3023 -1.9057 -0.0964  -0.76
H 0.4569 -1.9853 -2.5073  0.21
H 3.7142 -1.9168 1.2138  0.20
C 2.8451 -1.7477 1.8627  -0.44
H 1.9796 -2.3223 -0.7332  0.39
H 0.7570 0.8405 -3.6000  0.21
C -1.2362 -0.2624 1.6574  0.57
C 1.2217 -0.0718 -3.2270  -0.25
C 1.6145 -2.4046 1.2902  -0.24
N 2.0226 0.2924 -2.0268  -0.58
C -4.2401 1.4684 -0.0463  -0.18
H -0.3051 2.2682 -0.3480  0.42
H 2.5517 1.4450 1.0184  0.39
H 2.8514 -0.2951 -1.9991  0.41
Co 0.9544 0.0762 -0.4045  1.14
H -2.1585 1.6419 -0.4442  0.16
O -3.1433 -2.6612 2.9644  -0.89
H 3.2319 1.9039 -1.3894  0.22
H 1.7536 -3.4840 1.2241  0.23
H 1.7589 -0.0714 2.6844  0.26
O -3.0233 -0.6946 4.4860  -0.88

As for the HOMO energy: -14.603 eV. As for the LUMO energy: -0.2653 Eh. As for the charge: +2.

---

# 2
Molecular formula: C4H10N2O
Method: DFT, wB97M-V/def2-TZVPD

Each line ends with the natural charge from an NBO analysis.
CARTESIAN COORDINATES (ANGSTROEM)
C 0.6744 0.4718 -0.2785  0.50
H 0.8109 2.3962 0.6414  0.23
H 0.0101 -1.4597 -0.9221  0.15
N 0.5979 0.9454 -1.5050  -0.70
C 0.3954 -0.9529 -0.0268  0.13
C -2.1919 -0.9415 0.1064  -0.25
H 0.3050 0.3454 -2.2628  0.41
H 0.8263 1.9023 -1.7316  0.40
H 0.7708 1.0180 1.7619  0.27
H 2.2444 1.3764 0.8382  0.25
N 1.3203 -1.6555 0.6194  -0.83
H 1.7014 -1.1271 1.4038  0.31
H -2.2223 -2.0240 -0.0846  0.16
O -1.0238 -0.5617 0.7848  -0.66
C 1.1521 1.3728 0.8079  -0.71
H -3.0645 -0.6791 0.7130  0.18
H -2.3064 -0.4269 -0.8654  0.13

As for the HOMO energy: -7.408 eV. As for the LUMO energy: 0.0128 Eh.

---

# 3
Molecular formula: C46H80N4O7
Method: DFT, wB97M-V/def2-TZVPD

Each line ends with the Löwdin charge.
CARTESIAN COORDINATES (ANGSTROEM)
C -0.2516 3.3871 2.3846  -0.02
C 4.4601 4.1621 -6.8599  -0.21
C -0.1881 4.1477 1.0958  -0.27
C 1.6068 4.4174 -0.6382  0.06
H 3.4292 -6.1832 6.6175  0.08
N 3.0786 6.1570 -6.2890  0.05
H 5.7946 4.2325 -2.9155  0.08
C 1.1982 4.5097 0.6824  -0.08
H 1.5108 5.4735 9.7236  0.10
O -7.5769 -3.9052 -5.1342  -0.21
C 0.6404 3.7986 3.3947  -0.02
H 3.9595 -2.1182 6.1716  0.10
C -1.1088 2.3031 2.5740  -0.14
C -5.2564 -2.7497 -1.3618  -0.10
N -5.2173 -4.9002 -6.4635  0.04
O -4.0917 -3.5496 -1.2789  -0.20
H -6.0897 -2.7078 -7.6091  0.06
H -0.1498 1.5132 5.7309  0.12
H 2.6150 4.1798 9.2758  0.10
H 5.3155 5.8519 -8.8153  0.08
C 3.2191 3.3486 -8.7357  -0.11
C 1.4867 4.9510 7.6196  -0.21
C 2.9292 4.7284 -0.9660  -0.25
C 4.4822 6.3006 -8.2708  -0.07
H 0.9158 4.0969 -1.4028  0.12
O 0.9334 3.8780 6.8740  -0.13
H 2.6387 -3.7793 1.7577  0.10
C -1.5283 0.4276 0.9618  -0.18
C -4.8293 -5.8794 -1.7190  -0.43
H 4.2023 3.2468 -9.2050  0.09
O 1.7986 5.8428 3.8452  0.13
H 2.0349 -5.3580 7.3051  0.08
H -5.2020 -4.1641 -5.7629  0.06
H -3.3246 -0.7205 1.2361  0.11
H -7.4292 -3.3922 -8.5409  0.08
H -8.2215 -2.0996 -4.4734  0.09
C -0.1649 2.0615 4.7983  0.00
H -2.2303 -0.7817 2.6064  0.09
C 4.9662 -4.2927 6.6842  -0.25
C 1.6535 3.4967 5.7217  -0.16
H 5.6521 -3.5811 7.1426  0.12
H 3.0255 5.8566 -5.3188  0.06
H -2.4581 -2.8110 0.8798  0.09
H -0.3776 3.7560 9.0732  0.07
H 5.4502 -5.2750 6.7082  0.12
H -5.7894 -2.9086 -2.3029  0.07
O 3.7832 -4.3147 7.4600  -0.19
H -6.6997 -6.6298 -2.4829  0.08
C 2.9717 2.2803 -2.9419  -0.02
H -4.0828 -4.9209 -3.3350  0.07
H -3.0469 1.6588 1.9189  0.12
H 1.9438 2.5668 -3.1290  0.08
H 4.5733 3.8550 -5.8190  0.09
N 3.4223 4.6095 -2.2900  0.11
C 4.6994 -3.8933 5.2430  -0.17
H 5.7432 2.5291 -2.4340  0.09
C 3.7912 5.1705 0.0347  0.00
H -7.7639 -5.7927 -5.7671  0.12
H -5.7597 -3.8016 -8.9390  0.07
H -1.1552 -1.9334 0.0689  0.11
H 4.6704 7.3705 -8.1903  0.08
H -1.6791 0.8050 3.9785  0.11
H 2.9729 1.7033 -2.0079  0.10
C -6.4459 -3.6044 -8.1161  -0.07
H 3.5770 6.1776 -8.8650  0.06
H -6.5948 -5.7018 -7.7980  0.13
H -0.4563 0.3282 1.1405  0.12
C -4.2825 -4.8398 -0.7330  -0.22
H -1.6751 0.4131 -0.1194  0.11
H -8.7110 -2.4765 -6.1370  0.09
H -0.4446 -1.9536 2.8181  0.09
H 1.4738 -1.5142 3.2287  0.09
H 2.2395 2.5934 5.9380  0.13
H 5.3465 2.9851 -4.1296  0.06
H 2.6946 4.2025 -9.1706  0.08
H 2.3570 4.2526 5.3892  0.11
C -0.6495 -2.6912 2.0434  -0.20
C 2.0711 4.9232 1.6826  -0.10
H -6.8927 -5.5480 -1.1043  0.08
H -5.1888 -5.7583 -5.9187  0.06
H -4.9074 -4.7839 0.1689  0.12
H 4.8067 5.4451 -0.2104  0.11
C -6.3160 -5.7234 -2.0147  -0.07
C -7.6935 -4.8009 -6.2210  -0.21
C -1.6475 -2.0995 1.0265  -0.19
C -2.0420 1.7801 1.5173  -0.12
O 3.3256 3.4624 -7.3297  -0.19
H 2.3174 5.6632 -6.7472  0.07
C 2.4716 -2.7061 4.7207  -0.19
C 0.6550 -3.1142 1.3638  -0.22
C 3.8510 3.4813 -2.7224  -0.38
C 1.5417 4.9513 3.0696  -0.28
N -4.0965 -5.8772 -2.9899  0.04
H 5.1526 6.0794 -6.2640  0.14
C 0.6976 3.1372 4.6167  -0.11
H 1.0141 -2.2873 0.7471  0.11
C 4.3350 5.6916 -6.8797  -0.43
H -8.6347 -4.6274 -6.7603  0.12
H -6.5054 -4.9033 -2.7078  0.05
H 5.6646 -3.7967 4.7453  0.11
H 3.2437 -6.0831 8.3831  0.08
H -1.0869 -3.5802 2.4984  0.11
H 4.1002 -4.6555 4.7447  0.10
C -1.0389 1.6596 3.8114  0.00
H 5.3614 3.8302 -7.3938  0.12
H 4.4714 -1.8691 4.5101  0.10
H 1.4742 -4.3458 2.9391  0.10
H -5.9329 -2.9369 -0.5225  0.09
C 3.3747 5.2696 1.3529  0.01
H -3.2887 -5.1660 -0.4127  0.12
H 3.3517 1.6180 -3.7140  0.08
C -7.8982 -2.5559 -5.4091  -0.11
H 1.8724 -2.0438 5.3458  0.10
H 0.8859 2.5499 9.2597  0.07
C 3.0981 -5.5504 7.4425  -0.11
H 0.8065 5.8013 7.5375  0.12
H 3.1440 -1.9071 2.8443  0.10
C 5.2989 3.2813 -3.0830  -0.03
H 0.4372 -3.9799 0.7373  0.11
C 3.9339 -2.5465 5.1712  -0.19
C 2.2160 -2.3089 3.2466  -0.19
H 2.1464 -3.7257 4.9167  0.09
H -3.1190 -6.0930 -2.8171  0.07
O -1.1552 4.4771 0.4506  0.13
H -4.6855 -6.8595 -1.2539  0.13
H -4.9386 -1.7073 -1.3298  0.09
C 1.6173 4.5855 9.1034  -0.22
H 0.4094 3.5934 10.6222  0.07
H 2.6365 2.4528 -8.9481  0.09
C 1.7699 -3.4789 2.3469  -0.21
C 0.5804 3.5503 9.5490  -0.11
H -2.1092 2.4731 0.6889  0.09
C -6.4939 -4.8063 -7.1774  -0.43
C -2.2725 -0.7823 1.5162  -0.21
H 2.4639 5.2453 7.2397  0.12
H -7.0295 -1.9994 -5.7697  0.08
H 4.0510 5.6035 2.1260  0.12

As for the HOMO energy: -8.543 eV. Its SMILES is CCCOCc1ccc(CCCCCCCCCCCCOC)c2c1C(=O)c1ccc(N=C(C)C)cc1C2=O.COC[C@@H](C)N.COC[C@@H](C)N.COC[C@@H](C)N. As for the LUMO energy: -0.0113 Eh.

---

# 4
Molecular formula: C4H12N3O
Method: DFT, wB97M-V/def2-TZVPD

Each line ends with the Mulliken spin population.
CARTESIAN COORDINATES (ANGSTROEM)
C 1.1822 -0.3333 0.8365  0.09
H 0.6003 1.4935 -1.4606  -0.02
H 2.9512 -1.1560 1.4319  0.00
H 2.6793 0.3232 2.1893  0.00
H -2.5836 0.0468 -1.0414  0.00
H -1.0411 -1.3408 -2.3098  0.00
C -1.4291 0.0161 -0.8746  0.00
H -1.8814 0.8355 0.9957  0.00
H -1.0803 -0.7222 1.2160  0.00
N -1.1242 -1.4228 -1.3193  0.01
H -1.0923 0.6622 -1.7033  0.00
C -1.1009 0.1904 0.6247  0.05
N 2.4039 -0.3186 1.4566  0.02
C 0.2958 0.9262 0.6090  -0.03
O 1.0330 -1.4541 0.2875  0.09
H -1.9209 -1.9675 -0.9499  0.00
N 0.6154 1.7932 -0.4975  0.80
H -0.1221 -1.6976 -0.6556  0.00
H 0.3140 1.6019 1.4967  0.00
H 1.3007 2.5238 -0.3319  -0.02

As for the HOMO energy (alpha / beta): -19.307 / -19.255 eV. As for the LUMO energy (alpha / beta): -0.2903 / -0.4845 Eh. The spin multiplicity is 2. As for the charge: +2.